16
Properties=species:S:1:pos:R:3:lowdin_spin:R:1 method="wB97M-V/def2-TZVPD" total_charge=+1 spin_multiplicity=2 homo_ev="-12.57 / -12.57" gap_ev="8.603 / 2.959"
O 0.3935 -2.0053 3.7139 0.00
N 1.2281 -1.6420 1.6024 0.00
N -1.8266 1.2878 -2.3119 0.74
C -0.4914 1.3923 -1.7232 0.12
C 1.2664 -1.6592 2.9723 0.00
C -0.3724 0.6075 -0.4235 0.01
H 2.0153 -1.3030 1.0905 0.00
H -0.3089 2.4147 -1.3686 0.03
H -2.1153 0.3260 -2.1415 0.02
H 0.5934 0.1404 -0.2251 0.00
H -0.9903 -0.2679 -0.4060 0.00
H 2.2759 -1.3178 3.3731 0.00
H 0.4294 -1.8888 1.0558 0.00
H 0.3634 1.0659 -2.3325 0.06
H -0.6304 1.2009 0.4411 0.00
H -1.8301 1.6484 -3.3167 0.02